(1)
Computed, not measured: 2 unconnected molecules or ions with the total composition C4H14N3OP at a distorted geometry, with the ωB97M-V functional and the def2-TZVPD basis.

## Properties
Structure (SMILES): CC(C)=NP(N)(N)=O.C
ΔE to the lowest compared entry with this formula, charge and spin, kcal/mol: 15.3
Orbital gap, eV: 10.184

Geometry as ORCA input:
```
! RIJCOSX wB97M-V def2-TZVPD def2/J DEFGRID3
* xyz 0 1
P -0.40214 0.09084 1.26129
O -1.74931 0.37969 0.75613
N -0.26944 -1.32653 2.09069
N 0.13362 1.17147 2.36228
N 0.80336 -0.02085 0.09043
C -2.22207 -2.28079 -1.33556
C 0.64497 2.25114 -0.49396
C 1.10789 0.91627 -0.68618
C 1.98770 0.54998 -1.81052
H -2.48852 -3.15281 -0.86115
H -0.44429 2.05574 -0.21150
H -0.49690 1.53365 3.11284
H 0.76381 2.92594 -1.32966
H -2.62219 -1.46477 -0.66395
H 3.01564 1.03851 -1.83843
H 1.06402 0.81072 2.69099
H -0.91636 -2.03718 1.94631
H 2.24084 -0.57287 -1.60425
H -2.23969 -2.09865 -2.31964
H 0.70384 -1.59063 2.26700
H 1.47828 0.43178 -2.78099
H 1.10687 2.75548 0.37643
H -1.19992 -2.36615 -1.01862
*
```



(2)
Computed, not measured: a molecular structure, C12H30AlN2O4Si at a distorted geometry, with the ωB97M-V functional and the def2-TZVPD basis.

## Properties
Orbital gap, eV: 7.423

Geometry as ORCA input:
```
! RIJCOSX wB97M-V def2-TZVPD def2/J DEFGRID3
* xyz -1 1
Si -4.02456 -1.12277 -1.18700
Al 0.88167 -1.25870 -2.35277
O 4.33209 -0.78375 -2.43520
O 1.20320 -1.05441 -4.10464
O -0.83238 2.53962 3.68647
O -3.10432 -2.30140 -1.87527
N 1.37319 2.37348 4.18375
N 3.79970 0.19147 -0.43872
C -4.33478 0.34783 -2.33114
C 2.67177 3.00843 4.25051
C -0.64687 -2.56949 -2.08699
C -1.91477 -1.87841 -2.58664
C 1.23592 0.98856 4.60326
C 2.62211 0.56154 0.36153
C -3.29656 -0.51820 0.43899
C -5.69671 -1.91568 -0.84181
C 3.59469 -0.80688 -1.44693
C 2.54469 -1.83095 -1.28424
C 4.34581 1.41036 -1.05360
C 0.27946 3.02073 3.73672
H -0.48289 -3.46892 -2.68145
H 2.59654 4.03477 3.89768
H 2.01242 1.31229 -0.13831
H -6.42222 -1.17992 -0.50359
H -6.05667 -2.30449 -1.79655
H -5.63466 -2.75256 -0.15250
H 4.44483 2.15855 -0.26568
H 2.28096 -2.02435 -0.24926
H 3.39007 2.47631 3.62331
H -4.05250 -0.50964 1.22215
H 5.32835 1.22809 -1.46422
H 3.04120 3.01754 5.27888
H -2.46057 -1.13562 0.75990
H 2.98458 1.01968 1.28723
H 2.91934 -2.75915 -1.71094
H 0.48998 4.06002 3.42899
H -5.38958 0.58689 -2.42149
H -3.81850 1.21691 -1.92623
H -2.06026 -2.14133 -3.63307
H 2.02318 -0.28777 0.64239
H -0.78632 -2.83429 -1.03952
H 2.19806 0.61903 4.94773
H 0.50287 0.90948 5.40683
H 3.67017 1.80503 -1.81084
H -2.91687 0.49910 0.35241
H 0.42466 0.20027 -1.79269
H 0.89121 0.37970 3.76745
H -3.89506 0.15296 -3.30554
H -1.78782 -0.79622 -2.51581
H 1.53212 -1.88373 -4.44356
*
```



(3)
Computed, not measured: a single CH6N2P2 molecule at a distorted geometry, with the ωB97M-V functional and the def2-TZVPD basis.

## Properties
Structure (SMILES): C/N=P/NP
ΔE to the lowest compared entry with this formula, charge and spin, kcal/mol: 18.0
Orbital gap, eV: 8.122

Geometry as ORCA input:
```
! RIJCOSX wB97M-V def2-TZVPD def2/J DEFGRID3
* xyz 0 1
P -0.69648 0.29426 0.44867
P 1.27696 -0.11304 2.81551
N 1.01450 -0.14690 1.17574
N -0.38928 -0.19368 -0.98723
C -1.08106 -0.22638 -2.22060
H -1.43880 0.78762 -2.66796
H -0.00059 0.53338 3.12663
H 1.95894 1.04304 2.91126
H -0.53114 -0.69821 -2.99879
H -1.79729 -1.00501 -2.05374
H 1.68423 -0.27507 0.45052
*
```



(4)
Computed, not measured: a molecular structure, C45H54N4O5ReS2 at a distorted geometry, with the ωB97M-V functional and the def2-TZVPD basis.

## Properties
Orbital gap (alpha / beta), eV: 7.413 / 6.891

Geometry as ORCA input:
```
! RIJCOSX wB97M-V def2-TZVPD def2/J DEFGRID3
* xyz 0 2
Re -0.36448 0.50471 0.38433
S -2.48889 -2.32761 1.17142
S 2.52062 -1.13202 -0.06280
O -1.39642 -2.90483 1.89080
O 1.12394 -0.89199 0.49684
O 2.58793 -0.70351 -1.43817
O 3.53060 -0.57942 0.80212
O -3.79488 -2.37020 1.77061
N -2.31657 1.28156 0.03315
N 0.62664 1.77205 1.77498
N -2.07798 -0.77041 0.83684
N 0.85493 1.64534 -0.84226
C -1.59938 -3.97514 -0.83959
C -2.61258 -3.13684 -0.40626
C -4.36043 2.34369 -0.52634
C 0.80368 1.16152 -4.53315
C -2.88110 -4.48504 -2.82840
C -2.98865 0.16471 0.42796
C -0.81650 4.20311 2.88950
C -3.87981 -3.62255 -2.38269
C 1.91716 2.08617 -0.14311
C 1.72554 -3.69355 0.55956
C -2.99197 2.33366 -0.44822
C 1.10638 1.06968 4.11499
C -0.28986 -0.32333 -2.88692
C 0.50814 0.92838 -3.19746
C 1.83949 -0.17961 3.70510
C -5.06542 1.22833 -0.07066
C 1.02631 1.31621 5.48168
C 3.19345 -0.33264 4.41271
C 1.87416 -5.07467 0.54984
C 1.41518 2.32780 -4.95181
C 0.37088 2.41967 5.97932
C -0.13671 4.55762 -1.05371
C 1.79774 2.13749 1.22683
C 0.18194 -1.55485 -3.66069
C -1.74410 -4.64840 -2.04128
C 0.15895 4.97021 1.99235
C 3.11530 -7.16693 -0.09706
C -3.75581 -2.96084 -1.17211
C 0.49728 1.96121 3.20466
C -1.77422 -0.04204 -3.15258
C 2.68555 -2.90023 -0.03720
C 2.97705 -5.66956 -0.05137
C -1.99900 3.64385 2.10140
C 2.37479 4.98785 -1.14669
C 1.13239 4.50684 -1.91055
C -4.39043 0.12599 0.40338
C 3.94023 -4.84721 -0.63662
C 1.25248 3.19260 -2.69262
C -0.15272 3.11196 3.71451
C 3.80021 -3.47115 -0.63463
C 1.57390 3.34810 -4.03573
C -3.04203 -5.25968 -4.10621
C 0.86619 1.90445 -2.23340
C -0.21299 3.30001 5.09076
C 0.95358 -1.39326 4.00422
H 0.67744 4.30627 1.30875
H 1.11541 -5.68733 1.02334
H 1.25153 -1.68130 -3.52766
H 4.54136 -2.83304 -1.10000
H -0.17227 5.49327 -0.49448
H 0.04290 -1.38180 3.40614
H -4.77148 -3.47697 -2.98016
H -1.92959 0.20299 -4.20491
H -4.87791 3.20823 -0.91560
H 0.56619 0.40534 -5.26960
H 1.91448 4.32073 -4.37349
H -1.64704 2.86314 1.43708
H 0.66932 -1.40532 5.05889
H -0.72422 4.17449 5.47511
H -2.37989 -0.91851 -2.90836
H 2.03672 -0.14789 2.64733
H -0.03938 -1.47680 -4.72694
H 2.58634 2.51577 1.86753
H -2.12787 -5.23023 -4.69952
H -0.32212 -2.43908 -3.27782
H -1.21233 4.93033 3.60218
H 2.52528 4.45434 -0.21140
H -0.18357 -0.57035 -1.82081
H 0.98717 5.25417 -2.69490
H -1.01267 4.51474 -1.70576
H 3.08109 -0.79357 5.39643
H 3.26391 4.87369 -1.76948
H 3.69438 0.62934 4.53619
H 0.85906 -3.25264 1.02112
H 3.84078 -0.96902 3.80938
H -0.71396 -4.11010 -0.23246
H 4.81075 -5.29922 -1.09773
H 1.50168 0.62230 6.16342
H 3.03709 -7.52093 -1.12704
H 0.32349 2.60268 7.04528
H -0.18356 3.72814 -0.35116
H 4.08489 -7.48614 0.28713
H -6.14747 1.22451 -0.07982
H -3.86069 -4.86466 -4.70590
H 0.90174 5.49911 2.59239
H -4.55551 -2.32611 -0.81806
H 2.26073 6.04841 -0.91383
H -2.12314 0.80472 -2.55710
H 2.33184 -7.64627 0.48729
H -4.89490 -0.74245 0.79124
H 1.69351 2.47116 -5.98741
H -2.48139 4.42796 1.51250
H -3.26341 -6.30535 -3.88388
H -2.74018 3.21249 2.77669
H 1.49510 -2.31513 3.78642
H 2.80906 2.39431 -0.67055
H -0.95412 -5.31028 -2.37723
H -0.39099 5.71085 1.40781
H -2.39324 3.17977 -0.75619
*
```



(5)
Computed, not measured: a molecular structure, C23H25BaN2OS at a distorted geometry, with the ωB97M-V functional and the def2-TZVPD basis.

## Properties
ΔE to the lowest compared entry with this formula, charge and spin, kcal/mol: 0.0
Orbital gap, eV: 5.910

Geometry as ORCA input:
```
! RIJCOSX wB97M-V def2-TZVPD def2/J DEFGRID3
* xyz -1 1
Ba 0.86158 0.94843 1.99083
S -0.39796 2.31301 6.88239
O 1.35932 1.81627 -3.42221
N 2.23199 -0.06168 -2.59726
N 0.82651 1.60339 4.47301
C -0.55732 2.21132 -1.22731
C 2.47780 -1.17027 -1.68091
C -1.41011 -1.33075 2.21633
C 0.72574 -4.48804 -1.10919
C -1.06272 2.40967 0.18135
C 1.48592 -2.30446 -1.83722
C -0.39677 -4.37758 -1.94196
C 0.54077 -1.76756 3.35006
C -2.14745 2.07299 2.18146
C -0.45898 -1.80177 1.27529
C -1.28063 3.18781 2.33724
C 1.43765 1.04745 -2.46514
C -2.03288 1.60921 0.84762
C -0.21062 3.58782 -1.81711
C -0.55566 -3.24650 -2.74995
C 0.75151 -2.07468 1.97678
C 0.70260 1.28739 -1.14600
C -1.61955 1.50954 -2.09021
C -0.79479 -1.30140 3.49425
C 1.67335 -3.46475 -1.07988
C 0.28988 1.89320 5.50780
C -0.60250 3.39852 1.10539
C 0.39202 -2.21298 -2.70421
H -2.56553 2.06820 -2.05580
H 0.40521 0.30160 -0.73030
H -2.82616 1.66824 2.93393
H 2.72202 -0.10630 -3.48451
H -1.27772 1.47649 -3.13365
H 1.26299 -1.90210 4.15645
H 0.28119 -1.33686 -3.34843
H -2.61877 0.81501 0.37823
H -1.27966 -1.02070 4.42829
H 2.57107 -3.54062 -0.45948
H 0.86905 -5.36999 -0.48157
H 2.49802 -0.81619 -0.63264
H -1.09540 4.24014 -1.78204
H -1.13955 -5.17788 -1.96551
H 3.48837 -1.56075 -1.88837
H -1.17668 3.79905 3.23459
H -2.44769 -1.08679 1.99557
H -1.41009 -3.15560 -3.42385
H 1.46314 1.74718 -0.47115
H 0.13747 4.17385 0.88148
H 0.11025 3.47000 -2.85614
H 0.60561 4.06891 -1.26331
H -0.65426 -2.02089 0.22658
H -1.80355 0.47923 -1.75094
H 1.65201 -2.50684 1.54128
*
```



(6)
Computed, not measured: 2 unconnected molecules or ions with the total composition C4H12 at a distorted geometry, with the ωB97M-V functional and the def2-TZVPD basis.

## Properties
ΔE to the lowest compared entry with this formula, charge and spin, kcal/mol: 15.9
Orbital gap (alpha / beta), eV: 2.799 / 12.008

Geometry as ORCA input:
```
! RIJCOSX wB97M-V def2-TZVPD def2/J DEFGRID3
* xyz -1 2
C 1.84457 2.05945 0.93006
C -1.02811 -2.84958 -1.14403
C -1.28501 -1.62298 -0.26937
C 0.41884 2.38924 0.49278
H -1.74646 -3.63948 -0.92354
H -0.04963 -3.26643 -0.88542
H 2.15957 1.05182 1.17055
H 2.49263 2.29480 0.06500
H 2.11840 2.87991 1.60624
H -0.48093 -1.60251 0.47559
H -1.05161 -0.67476 -0.77944
H -0.94455 -2.61252 -2.20662
H 0.39746 2.82079 -0.51579
H -2.21931 -1.44099 0.26152
H -0.22406 1.51503 0.30389
H -0.14291 3.02276 1.16493
*
```



(7)
Computed, not measured: a molecular structure, C21H33AlCl5LiN6O3 at a distorted geometry, with the ωB97M-V functional and the def2-TZVPD basis.

## Properties
Orbital gap, eV: 1.522

Geometry as ORCA input:
```
! RIJCOSX wB97M-V def2-TZVPD def2/J DEFGRID3
* xyz 2 1
Cl -2.25413 2.74899 5.13928
Cl -4.24538 2.61033 7.24772
Cl -4.82555 4.05209 4.79816
Cl -2.89850 5.11895 6.68840
Cl -1.63722 -2.31954 -4.55024
Al -1.30095 -2.40418 -7.04250
O -2.59090 -0.01755 1.01211
O 0.23501 5.75575 -1.42950
O 5.61855 -4.88113 1.47861
N 1.84000 -0.40526 1.25922
N 1.73102 -1.28415 2.26243
N -1.77800 5.09554 -0.61907
N -1.58064 -1.04430 -2.26482
N -1.65150 6.74525 -2.18803
N 0.49464 -5.36052 -0.42859
C 1.32249 1.86013 0.06039
C -0.33450 2.89430 2.55955
C 0.96503 -0.89967 3.37655
C -3.57832 -1.91119 -3.18019
C -1.74301 -2.41360 -1.69039
C -0.32715 -0.40012 -1.78456
C 2.68218 -0.89175 0.08681
C -0.67250 4.16856 2.71685
C 0.34507 1.46671 2.52376
C -0.07440 2.02556 -0.75580
C 1.19166 0.85893 1.35068
C -0.16519 1.16346 -2.12064
C 3.58516 -2.18373 0.46724
C -3.05610 -3.06822 -2.24923
C 1.62121 -5.31161 -1.42776
C -2.61834 -0.63455 -3.18404
C -3.55772 3.63280 5.96969
C 2.83189 -3.58831 0.23593
C -0.98650 5.85948 -1.41384
C 2.36942 -3.86172 -1.28042
C 0.20745 0.42495 3.72870
Li 1.10904 5.60500 2.54192
H -2.55249 -0.54420 0.21791
H -1.09868 7.33214 -2.79359
H 5.20009 -5.14066 2.29673
H -0.16468 -0.64324 -0.65899
H -0.92250 5.27030 2.95928
H -2.66366 0.36199 -3.73397
H -0.94253 -2.82231 -0.98410
H 3.25252 -3.78994 -2.03352
H 0.79987 1.33827 -2.74049
H -4.55474 -2.02916 -3.75956
H 2.42423 -6.11373 -1.26675
H -0.39456 0.63642 4.67708
H 1.96397 -3.75189 0.97082
H 0.87654 -1.71686 4.19660
H 4.06109 -2.13520 1.50564
H 0.54845 -0.94487 -2.32706
H 1.51568 2.90079 0.54654
H 0.64605 -6.14360 0.23273
H -2.65088 6.84663 -2.19090
H 1.58513 -3.09285 -1.67794
H 1.13960 -5.35982 -2.47682
H -1.02092 1.60536 -2.76441
H 3.61976 -4.41946 0.49004
H -2.78001 5.16643 -0.59314
H 4.47069 -2.16734 -0.28770
H -1.32066 4.42135 -0.02617
H -0.95715 1.80714 -0.02720
H 2.05183 -1.19994 -0.81658
H -0.15609 3.15822 -1.00806
H 2.23166 1.65259 -0.59435
H -3.47950 -4.10143 -2.02384
H 3.40777 -0.07554 -0.28120
H -0.40920 -5.51126 -0.92141
*
```



no.,calculated total energy (eV)
1,-20182.5822
2,-38580.3955
3,-22690.1787
4,-87540.3726
5,-40816.7076
6,-4340.3489
7,-106773.5332